Below is a structure of composition C37H45BF3N9O5ReS2, with properties calculated with the ωB97M-V functional and the def2-TZVPD basis.

- Strongest force on any atom: 0.0155 Eh/bohr
- Relative energy (zero: lowest compared OMol25 entry of this formula, charge and spin): 4.3 kcal per mole
- HOMO level (spin up / spin down): -8.12 / -8.61 eV
- Total energy: -3505.16804 Eh
- Spin multiplicity: 4

Atoms and positions in Å:
1 Re 0.39 0.78 0.68
2 C 0.52 4.31 1.85
3 C 0.53 3.17 2.82
4 C 0.59 3.28 4.20
5 C 0.65 1.99 4.69
6 C 0.71 1.52 6.11
7 N 0.61 1.15 3.65
8 N 0.52 1.87 2.50
9 B 0.67 -0.41 3.65
10 N 1.90 -0.81 2.83
11 N 2.07 -0.28 1.60
12 C 3.18 -0.80 1.08
13 C 3.71 -0.44 -0.27
14 C 3.74 -1.67 2.02
15 C 2.89 -1.66 3.11
16 C 2.96 -2.46 4.36
17 N -0.65 -0.85 3.01
18 N -1.11 -0.27 1.86
19 C -2.38 -0.68 1.69
20 C -3.27 -0.30 0.56
21 C -2.72 -1.54 2.73
22 C -1.60 -1.64 3.53
23 C -1.38 -2.49 4.73
24 H 0.01 5.16 2.29
25 H 1.54 4.59 1.61
26 H 0.02 4.03 0.92
27 H 0.61 4.19 4.77
28 H 0.70 2.38 6.77
29 H -0.14 0.89 6.35
30 H 1.62 0.95 6.29
31 H 0.74 -0.82 4.76
32 H 2.93 0.01 -0.87
33 H 4.54 0.26 -0.17
34 H 4.08 -1.34 -0.77
35 H 4.65 -2.25 1.91
36 H 3.89 -3.02 4.39
37 H 2.90 -1.83 5.25
38 H 2.12 -3.16 4.39
39 H -2.90 0.56 0.02
40 H -3.35 -1.15 -0.13
41 H -4.27 -0.08 0.95
42 H -3.65 -2.07 2.84
43 H -2.29 -3.05 4.95
44 H -0.57 -3.20 4.53
45 H -1.11 -1.90 5.61
46 O 1.12 3.64 -1.96
47 S 2.09 3.11 -1.01
48 N 1.69 2.05 -0.06
49 F -5.56 8.09 -0.01
50 C -4.93 7.66 -1.12
51 F -4.09 8.64 -1.50
52 F -5.86 7.56 -2.09
53 C -4.20 6.37 -0.90
54 C -4.23 5.73 0.32
55 C -3.50 4.57 0.51
56 C -2.71 4.05 -0.52
57 C -2.72 4.69 -1.76
58 C -3.46 5.84 -1.95
59 C -1.85 2.94 -0.26
60 C -1.09 2.05 0.05
61 H -4.81 6.14 1.14
62 H -3.51 4.07 1.47
63 H -2.11 4.29 -2.56
64 H -3.44 6.35 -2.91
65 C -1.76 -0.76 -2.26
66 N -0.63 -0.93 -3.18
67 C -0.94 -1.50 -4.48
68 C 0.32 -1.87 -5.22
69 C 1.24 -0.66 -5.23
70 N 1.50 -0.23 -3.86
71 C 2.56 0.75 -3.70
72 C 0.51 -0.25 -2.91
73 O 0.71 0.33 -1.82
74 H -2.58 -1.37 -2.62
75 H -2.07 0.29 -2.23
76 H -1.49 -1.08 -1.27
77 H -1.52 -0.78 -5.07
78 H -1.56 -2.37 -4.32
79 H 0.08 -2.16 -6.24
80 H 0.82 -2.71 -4.72
81 H 0.77 0.15 -5.81
82 H 2.19 -0.91 -5.69
83 H 3.31 0.58 -4.47
84 H 3.03 0.64 -2.73
85 H 2.18 1.77 -3.80
86 C 2.26 -6.48 -4.00
87 C 1.77 -5.62 -2.87
88 C 2.43 -4.45 -2.51
89 C 1.94 -3.64 -1.49
90 C 0.78 -3.99 -0.83
91 C 0.12 -5.17 -1.16
92 C 0.61 -5.98 -2.18
93 S 0.05 -2.96 0.43
94 O -1.38 -3.18 0.32
95 O 0.65 -3.35 1.69
96 O 0.44 -1.60 -0.02
97 H 3.18 -6.09 -4.43
98 H 1.51 -6.54 -4.80
99 H 2.45 -7.50 -3.66
100 H 3.33 -4.16 -3.04
101 H 2.45 -2.73 -1.22
102 H -0.79 -5.42 -0.63
103 H 0.08 -6.88 -2.45